(1)
The ion C5H11IN with charge +1 in a non-equilibrium geometry. Source: the Open Molecules 2025 dataset; level of theory: ωB97M-V/def2-TZVPD.

HOMO ... -12.86 eV
Spin multiplicity ... 1
Total charge ... +1
Gap between HOMO and LUMO ... 8.96 eV
Energy relative to the best compared isomer or geometry (same formula, charge and spin) ... 298.00 kJ/mol

CARTESIAN COORDINATES (ANGSTROEM)
1 C -0.338550 -0.615407 -1.188663
2 N 0.054590 -0.074071 0.121314
3 C -0.236619 1.455097 0.073020
4 C -0.745066 -0.906235 1.052681
5 C 1.428053 -0.112502 0.490162
6 C 2.599346 -0.256141 -0.480566
7 I 4.661323 0.221063 0.108156
8 H -1.316211 -0.364089 -1.386127
9 H 0.250678 -0.190066 -1.920284
10 H -0.081590 -1.678987 -1.314393
11 H -1.339449 1.635929 -0.078760
12 H 0.041868 1.690955 1.109995
13 H 0.377448 1.998827 -0.582319
14 H -0.579402 -0.933074 2.168261
15 H -1.754454 -0.750419 0.900869
16 H -0.458662 -1.917680 0.651320
17 H 1.616137 0.243421 1.519245
18 H 2.544720 -0.534946 -1.467494

Force components x, y, z for each atom (eV/Å):
2.32 -1.69 -0.07
-0.82 1.35 -0.85
-2.29 -1.25 2.94
1.68 -2.37 1.32
7.40 -0.51 -3.74
-3.52 1.69 7.14
-2.06 -0.55 -0.36
-2.28 0.17 -0.21
1.25 1.47 -1.57
-0.58 0.25 0.59
1.21 -0.30 0.05
-0.41 0.73 -0.41
0.86 0.09 -1.14
0.55 0.84 -1.32
-2.10 0.44 -0.53
-0.68 0.70 1.02
-0.05 -0.43 -0.76
-0.46 -0.63 -2.12

These are the Mulliken partial charges, in e, on atoms 1 to 4: C -1.24; N 0.17; C -0.82; C -0.83

(2)
The molecule C9H19N3O4 in a non-equilibrium geometry. Source: the Open Molecules 2025 dataset; level of theory: ωB97M-V/def2-TZVPD.

HOMO ... -9.17 eV
Spin multiplicity ... 1
Gap between HOMO and LUMO ... 9.63 eV
Energy relative to the best compared isomer or geometry (same formula, charge and spin) ... 71.40 kJ/mol

CARTESIAN COORDINATES (ANGSTROEM)
1 N -2.376785 -2.327429 -0.215154
2 C -3.467814 -1.296807 -0.213543
3 C -3.332212 -0.026124 0.727357
4 C -1.907503 0.632280 0.666694
5 C -1.491728 1.035351 -0.737909
6 C -0.089639 1.618292 -0.859913
7 N 0.994181 0.684135 -1.244822
8 C 1.329544 -0.372944 -0.464821
9 O 0.576275 -0.997758 0.287625
10 C 2.760913 -0.876343 -0.715391
11 N 3.671158 0.246062 -0.864106
12 C 3.021380 -1.795271 0.530256
13 O 3.005275 -1.149954 1.753873
14 C 0.461067 2.240842 0.469945
15 O 0.898969 1.550732 1.420408
16 O 0.397042 3.543487 0.426343
17 H -2.364918 -2.696228 0.749173
18 H -1.488911 -1.856538 -0.246706
19 H -4.492713 -1.782451 -0.049836
20 H -3.656261 -0.923346 -1.260096
21 H -3.610878 -0.269058 1.788873
22 H -4.068237 0.680295 0.409938
23 H -1.997674 1.532220 1.281725
24 H -1.174626 -0.008543 1.160719
25 H -2.207226 1.700813 -1.268469
26 H -1.577302 0.043930 -1.373615
27 H 0.011074 2.363173 -1.617235
28 H 1.878511 1.149253 -1.535697
29 H 2.777619 -1.536815 -1.579958
30 H 3.840615 0.711247 -0.014829
31 H 4.606928 0.035328 -1.240539
32 H 2.244634 -2.581081 0.376779
33 H 4.017539 -2.317266 0.375931
34 H 2.093402 -0.800647 1.810809
35 H 0.718306 3.847149 1.266198

Force components x, y, z for each atom (eV/Å):
-1.46 0.64 1.30
-1.33 0.25 -0.60
1.08 -1.49 0.07
-1.62 0.22 0.72
-0.58 -2.33 -1.69
1.89 -0.66 1.02
0.39 0.34 0.33
-0.72 -1.16 -0.49
0.49 0.70 -0.93
0.47 -0.32 2.19
0.59 -0.22 -1.89
1.07 -1.68 -2.35
-0.71 0.47 0.02
-0.01 -3.61 1.28
-0.98 2.76 -2.52
-0.19 0.69 -0.26
-0.07 -0.11 -0.62
0.52 0.34 -0.30
1.54 0.31 0.29
0.76 -0.28 0.76
0.52 0.04 -0.86
-0.58 0.59 -0.36
0.17 0.09 0.12
-0.07 0.14 -0.37
0.28 -0.16 0.76
0.62 1.97 0.91
-0.53 0.74 -0.42
-0.88 -0.33 -0.03
-0.04 0.20 -0.25
-0.04 0.51 1.48
-0.94 -0.28 0.11
0.47 0.29 0.77
-0.94 0.75 0.40
0.41 -0.08 0.38
0.42 0.68 1.05

These are the Mulliken partial charges, in e, on atoms 1 to 4: N -0.57; C -0.76; C -0.81; C -0.29

(3)
A cluster of 2 separate species, C21H22F3N3O5 in total in a non-equilibrium geometry. Source: the Open Molecules 2025 dataset; level of theory: ωB97M-V/def2-TZVPD.

HOMO ... -8.62 eV
Spin multiplicity ... 1
Gap between HOMO and LUMO ... 9.01 eV

CARTESIAN COORDINATES (ANGSTROEM)
1 C -1.199160 -1.820152 -6.817841
2 N -2.350177 -1.680006 -5.924598
3 C -2.711125 -0.638842 -5.163929
4 O -3.801128 -0.704358 -4.611206
5 C -1.821811 0.632194 -5.075255
6 C -0.387078 0.437139 -4.528811
7 C -0.225313 -0.031076 -3.096052
8 C -0.154529 0.915954 -2.055212
9 C 0.010564 0.493212 -0.723242
10 C 0.129238 -0.879766 -0.430521
11 O 0.284981 -1.287800 0.855330
12 C 0.078403 -1.829938 -1.474270
13 C -0.098987 -1.403726 -2.805118
14 N -2.440807 1.832459 -4.472421
15 C -3.070077 2.060659 -3.313816
16 C -3.369142 0.985990 -2.285589
17 O -3.407703 3.207580 -3.062339
18 H -1.428975 -2.553247 -7.593232
19 H -0.964594 -0.871815 -7.304316
20 H -0.330272 -2.172240 -6.258744
21 H -3.017578 -2.437277 -5.909549
22 H -1.677163 0.909457 -6.118429
23 H 0.137518 1.388870 -4.628287
24 H 0.154896 -0.254134 -5.168905
25 H -0.239131 1.971973 -2.274881
26 H 0.052531 1.211784 0.082137
27 H 0.140229 -2.229311 0.944534
28 H 0.171424 -2.881485 -1.253266
29 H -0.140833 -2.131561 -3.602686
30 H -2.371316 2.673618 -5.021102
31 H -4.417297 0.707052 -2.373896
32 H -3.181520 1.389246 -1.292788
33 H -2.757000 0.104505 -2.435218
34 O 0.328391 -0.638066 9.429505
35 C 0.816524 -0.452012 8.327091
36 C 1.348838 0.858930 7.770032
37 C 1.669327 0.420259 6.362748
38 C 2.161539 1.177048 5.293543
39 C 2.362718 0.569791 4.042088
40 O 2.794333 1.277925 2.949737
41 C 4.153104 1.748491 2.976463
42 F 4.308063 2.764131 3.867909
43 F 5.020835 0.743598 3.276915
44 F 4.452889 2.219681 1.738942
45 C 2.044223 -0.786268 3.879165
46 C 1.553948 -1.544283 4.952294
47 C 1.375069 -0.930149 6.189645
48 N 0.907690 -1.440492 7.385396
49 H 2.237328 1.187071 8.313763
50 H 0.582757 1.637066 7.793506
51 H 2.364767 2.234722 5.425847
52 H 2.175689 -1.239629 2.901435
53 H 1.311618 -2.593316 4.820621
54 H 0.433276 -2.329458 7.496875

Force components x, y, z for each atom (eV/Å):
-0.22 0.03 0.43
1.23 -0.61 -1.11
-1.42 0.82 1.01
0.37 0.45 0.18
0.18 0.33 0.20
0.19 -0.36 0.29
0.03 -0.02 0.16
0.17 -1.34 0.53
0.05 -0.53 -0.56
-0.29 -0.21 -1.36
0.11 0.68 0.49
-0.19 1.18 -0.47
-0.03 0.84 1.14
0.57 -1.61 -1.48
-0.81 0.41 1.81
0.37 -0.21 -0.49
-0.10 0.32 -0.08
-0.04 0.12 0.11
0.03 -0.09 0.03
0.14 0.03 -0.19
-0.01 0.19 0.08
-0.01 0.11 -0.20
-0.17 0.09 -0.09
0.00 -0.15 -0.15
-0.01 0.02 -0.01
0.01 0.01 0.07
-0.03 -0.26 -0.20
0.04 -0.18 0.08
0.00 -0.07 -0.07
-0.01 0.04 -0.07
0.02 0.01 -0.04
-0.02 0.15 -0.09
-0.12 -0.20 0.08
0.43 0.30 -0.65
-1.13 -0.21 2.21
0.21 -0.68 -0.85
0.59 0.93 -1.18
-0.15 -0.34 0.06
-0.58 -1.17 1.60
2.76 1.42 -0.82
-1.28 -0.52 -0.44
0.02 -1.16 -0.82
-0.92 1.24 -0.15
-0.51 -0.61 1.57
0.09 0.32 0.28
0.03 0.28 0.04
0.38 0.38 -1.11
-0.13 -0.45 -0.19
-0.17 -0.01 0.10
0.06 -0.12 0.21
0.02 -0.10 -0.05
-0.01 0.08 0.13
0.04 0.08 -0.05
0.23 0.32 0.10

These are the Mulliken partial charges, in e, on atoms 1 to 4: C -0.86; N -0.14; C 0.20; O -0.67

(4)
The molecule C2H7N3S in a non-equilibrium geometry. Source: the Open Molecules 2025 dataset; level of theory: ωB97M-V/def2-TZVPD.

HOMO ... -7.83 eV
Spin multiplicity ... 1
Gap between HOMO and LUMO ... 8.51 eV
Energy relative to the best compared isomer or geometry (same formula, charge and spin) ... 358.90 kJ/mol

CARTESIAN COORDINATES (ANGSTROEM)
1 S -2.593642 0.006101 -0.172827
2 N -0.871121 -0.148373 0.559192
3 C 0.224898 0.866710 0.225015
4 C 1.492195 0.026016 -0.079767
5 N 0.934040 -1.246989 -0.516915
6 N -0.188975 -1.312006 0.392666
7 H -2.949167 0.228755 1.202512
8 H 0.473813 1.643940 0.923634
9 H 0.152940 1.418478 -0.727929
10 H 2.230757 0.286242 -0.817483
11 H 2.027136 -0.060632 0.890997
12 H 0.663316 -1.001127 -1.498826
13 H -0.733649 -2.159512 0.338060

Force components x, y, z for each atom (eV/Å):
1.27 0.50 2.41
0.33 2.38 -0.20
0.61 0.33 -2.35
0.04 -0.95 2.29
-0.82 0.36 -0.24
1.37 -1.97 -0.37
-0.07 -0.33 -2.20
-0.62 -0.07 1.02
-1.32 -0.18 0.21
-0.11 1.00 -0.43
-0.11 -0.54 -0.61
-0.47 -0.73 0.64
-0.10 0.19 -0.16

These are the Mulliken partial charges, in e, on atoms 1 to 4: S -0.24; N -0.08; C -0.41; C -0.54